No. 1
Entry from OMol25: a structure of composition C56H149F3N13O15Pd in a non-equilibrium geometry (ωB97M-V with the def2-TZVPD basis set).

```
237
Properties=species:S:1:pos:R:3
Pd 1.474 3.814 -2.214
C 1.467 0.460 -0.872
O 0.143 0.503 -0.267
O 1.641 1.637 -1.601
C 2.575 0.040 0.202
F 3.792 0.057 -0.307
F 2.664 0.825 1.259
F 2.400 -1.231 0.650
C -0.569 -0.726 -0.027
C -1.968 -0.340 0.531
H -1.838 0.082 1.527
H -2.434 0.423 -0.092
H -2.645 -1.191 0.606
H -0.081 -1.429 0.648
H -0.689 -1.247 -0.976
H 1.472 -0.382 -1.564
C 9.448 -0.640 4.733
C 9.416 -1.078 3.229
C 8.351 -0.403 2.278
O 7.034 -0.692 2.670
C 6.130 -0.184 1.682
N 10.761 -0.836 2.747
H 8.482 -0.679 5.236
H 9.671 0.427 4.711
H 10.194 -1.097 5.384
H 9.359 -2.167 3.220
H 8.527 -0.700 1.244
H 8.531 0.671 2.307
H 6.069 0.894 1.833
H 5.108 -0.561 1.689
H 6.410 -0.317 0.637
H 11.365 -1.455 3.268
H 10.845 -1.212 1.814
C -6.253 -1.448 2.333
C -6.425 -0.347 1.396
C -7.490 0.675 1.907
O -7.857 1.620 0.875
C -8.847 2.498 1.306
N -5.113 0.324 1.191
H -5.828 -1.151 3.292
H -5.563 -2.139 1.851
H -7.130 -2.086 2.441
H -6.866 -0.686 0.459
H -7.073 1.281 2.711
H -8.435 0.210 2.187
H -9.795 2.004 1.517
H -8.993 3.333 0.621
H -8.550 2.938 2.258
H -4.897 0.979 1.930
H -5.321 0.955 0.431
C -2.654 1.504 4.916
C -4.039 1.618 4.316
C -4.979 2.236 5.357
O -5.129 1.447 6.474
C -6.062 0.394 6.428
N -4.028 2.456 3.145
H -2.414 2.503 5.281
H -1.923 1.109 4.210
H -2.666 0.847 5.786
H -4.395 0.609 4.110
H -5.945 2.531 4.947
H -4.678 3.220 5.717
H -6.918 0.676 5.815
H -6.350 0.075 7.429
H -5.641 -0.449 5.879
H -3.085 2.746 2.930
H -4.547 3.312 3.281
C 1.588 -3.709 -1.174
C 2.017 -4.882 -2.057
C 0.890 -5.933 -2.158
O 0.876 -6.639 -0.874
C 0.116 -7.775 -0.856
N 2.333 -4.369 -3.410
H 0.970 -4.101 -0.367
H 1.049 -2.941 -1.728
H 2.474 -3.257 -0.727
H 2.940 -5.361 -1.730
H 1.096 -6.594 -2.999
H -0.053 -5.445 -2.404
H 0.367 -8.525 -0.107
H 0.258 -8.270 -1.817
H -0.908 -7.447 -0.677
H 2.755 -5.120 -3.938
H 3.085 -3.703 -3.306
C 4.623 3.343 -0.332
C 3.455 4.083 0.368
C 3.861 4.957 1.589
O 2.679 5.345 2.376
C 2.897 6.178 3.473
N 2.755 4.822 -0.608
H 5.073 2.730 0.449
H 5.500 3.894 -0.675
H 4.287 2.631 -1.086
H 2.711 3.349 0.678
H 4.382 5.872 1.307
H 4.566 4.431 2.232
H 1.894 6.381 3.850
H 3.328 7.112 3.113
H 3.505 5.654 4.210
H 2.418 5.610 -0.073
H 3.499 5.252 -1.139
C -3.264 -2.617 4.574
C -2.973 -3.729 3.586
C -1.699 -3.558 2.806
O -0.566 -3.774 3.625
C 0.690 -3.740 2.925
N -2.998 -5.014 4.305
H -2.419 -2.309 5.189
H -4.193 -2.771 5.123
H -3.557 -1.758 3.969
H -3.753 -3.796 2.828
H -1.588 -2.567 2.366
H -1.720 -4.355 2.063
H 0.969 -2.776 2.499
H 0.545 -4.477 2.136
H 1.446 -4.126 3.608
H -2.258 -4.928 4.987
H -2.708 -5.779 3.713
C -0.824 7.148 -3.804
C -0.433 5.761 -3.329
C -0.518 4.596 -4.369
O 0.082 3.437 -3.760
C 0.173 2.458 -4.763
N 0.932 5.893 -2.792
H -1.890 7.112 -4.028
H -0.325 7.600 -4.662
H -0.653 7.803 -2.950
H -1.092 5.482 -2.506
H 0.064 4.976 -5.209
H -1.537 4.394 -4.697
H 1.014 2.741 -5.396
H -0.643 2.309 -5.469
H 0.497 1.535 -4.282
H 1.494 6.136 -3.595
H 0.931 6.683 -2.163
C 5.616 -2.196 -7.594
C 4.922 -2.790 -6.382
C 4.809 -1.771 -5.200
O 4.304 -2.363 -4.012
C 3.852 -1.460 -3.049
N 3.610 -3.418 -6.721
H 6.607 -1.831 -7.324
H 5.072 -1.292 -7.867
H 5.687 -2.887 -8.435
H 5.574 -3.548 -5.947
H 4.261 -0.881 -5.509
H 5.836 -1.451 -5.024
H 4.610 -0.735 -2.751
H 3.500 -1.970 -2.152
H 2.984 -0.909 -3.410
H 3.064 -2.656 -7.099
H 3.134 -3.494 -5.833
C -1.400 -1.040 -4.327
C -0.733 -2.444 -4.209
C -1.273 -3.360 -5.343
O -2.681 -3.350 -5.395
C -3.096 -4.239 -6.455
N 0.682 -2.237 -4.419
H -1.220 -0.413 -5.200
H -0.981 -0.501 -3.476
H -2.477 -1.016 -4.160
H -0.943 -2.815 -3.206
H -0.995 -4.414 -5.346
H -0.975 -2.856 -6.263
H -3.135 -5.226 -5.992
H -2.322 -4.300 -7.220
H -4.083 -3.936 -6.804
H 1.181 -3.043 -4.071
H 0.948 -1.464 -3.825
C -3.721 1.332 -2.599
C -3.201 2.755 -2.788
C -4.079 3.732 -3.625
O -3.742 5.094 -3.261
C -4.298 6.003 -4.142
N -3.100 3.290 -1.447
H -4.028 0.828 -3.515
H -4.580 1.159 -1.950
H -2.902 0.761 -2.161
H -2.175 2.814 -3.152
H -5.123 3.519 -3.397
H -3.868 3.579 -4.683
H -5.387 5.986 -4.103
H -3.935 5.689 -5.121
H -4.104 7.042 -3.878
H -3.176 4.279 -1.632
H -3.894 3.078 -0.860
C -6.392 -3.397 -2.837
C -5.428 -2.524 -2.017
C -3.935 -2.851 -1.938
O -3.719 -4.018 -1.137
C -2.386 -4.149 -0.730
N -5.571 -1.125 -2.369
H -6.080 -3.453 -3.880
H -7.445 -3.124 -2.906
H -6.261 -4.414 -2.467
H -5.707 -2.629 -0.968
H -3.415 -2.022 -1.459
H -3.492 -3.074 -2.909
H -2.158 -4.996 -0.084
H -1.978 -3.229 -0.312
H -1.717 -4.260 -1.584
H -5.037 -0.569 -1.717
H -6.534 -0.886 -2.179
C 6.274 -1.834 7.454
C 6.000 -2.863 6.343
C 5.455 -2.207 5.043
O 4.105 -1.718 5.315
C 3.404 -1.245 4.135
N 7.206 -3.652 6.143
H 6.996 -1.121 7.057
H 6.707 -2.224 8.375
H 5.339 -1.299 7.622
H 5.278 -3.553 6.779
H 5.447 -3.002 4.297
H 6.111 -1.367 4.817
H 2.416 -0.834 4.340
H 3.337 -2.118 3.486
H 3.998 -0.533 3.563
H 7.402 -4.260 6.925
H 7.969 -3.014 5.967
C -1.291 5.516 0.467
C -0.545 4.216 0.596
C -1.159 3.179 1.573
O -1.383 3.679 2.910
C -0.182 4.086 3.569
N -0.319 3.668 -0.713
H -1.559 5.933 1.438
H -2.231 5.369 -0.066
H -0.636 6.230 -0.032
H 0.417 4.547 0.985
H -0.536 2.289 1.659
H -2.103 2.755 1.232
H -0.014 5.158 3.463
H 0.740 3.562 3.317
H -0.392 3.901 4.622
H -1.246 3.534 -1.089
H -0.106 2.686 -0.608
```

Values from the calculation:
total energy: -122188.3757 eV
energy relative to the best compared isomer or geometry (same formula, charge and spin): 0.000 eV
Kohn-Sham gap (alpha / beta): 7.3 / 5.4 eV
spin multiplicity: 3
total charge: +1

Results of the Mulliken charge analysis, in e, for atoms 1 through 2:
1. Pd 0.0176
2. C 1.3070

=====

No. 2
Entry from OMol25: a structure of composition C38H35ClN6O2PRuSSe2 in a non-equilibrium geometry (ωB97M-V with the def2-TZVPD basis set).

```
87
Properties=species:S:1:pos:R:3
Ru 0.347 -0.624 -0.439
Se 0.822 1.956 0.580
P -0.327 2.819 -1.031
Se -0.685 1.397 -2.597
C -1.925 3.455 -0.416
C -2.152 3.654 0.942
C -3.372 4.167 1.375
C -4.364 4.479 0.456
C -4.145 4.270 -0.902
C -2.933 3.753 -1.337
C 0.493 4.310 -1.692
C 0.183 4.754 -2.977
C 0.746 5.925 -3.467
C 1.628 6.655 -2.678
C 1.948 6.211 -1.402
C 1.382 5.040 -0.908
H -1.384 3.392 1.658
H -3.547 4.314 2.435
H -5.314 4.875 0.797
H -4.925 4.495 -1.622
H -2.775 3.553 -2.392
H -0.482 4.168 -3.602
H 0.501 6.265 -4.467
H 2.070 7.568 -3.061
H 2.644 6.775 -0.788
H 1.639 4.687 0.083
C -5.457 -0.054 -1.228
C -5.158 -1.298 -1.768
C -3.853 -1.775 -1.788
C -2.804 -1.010 -1.261
C -3.114 0.242 -0.733
C -4.418 0.712 -0.714
N -1.467 -1.495 -1.283
N -1.334 -2.681 -1.870
C -0.037 -3.089 -1.898
C 0.295 -4.308 -2.504
C 1.611 -4.733 -2.561
C 2.637 -3.961 -2.017
C 2.327 -2.751 -1.407
C 1.015 -2.320 -1.354
H -6.477 0.314 -1.215
H -5.950 -1.909 -2.187
H -3.626 -2.740 -2.210
H -2.333 0.864 -0.339
H -4.616 1.694 -0.295
H -0.510 -4.902 -2.920
H 1.845 -5.677 -3.039
H 3.669 -4.286 -2.070
H 3.122 -2.143 -0.997
Cl 7.594 -2.303 4.223
C 6.063 -2.141 3.411
C 5.533 -0.874 3.208
C 4.319 -0.749 2.551
C 3.631 -1.882 2.129
C 4.174 -3.143 2.345
C 5.400 -3.279 2.981
C 2.333 -1.765 1.393
O 1.520 -2.683 1.462
O 2.196 -0.706 0.647
H 6.075 -0.003 3.553
H 3.896 0.229 2.363
H 3.626 -4.016 2.007
H 5.842 -4.256 3.144
S -1.254 -0.383 1.863
C -1.597 -1.700 2.912
N -0.762 -2.701 3.158
C -1.062 -3.791 4.081
C -2.553 -4.059 4.092
C -3.273 -2.766 4.419
N -2.787 -1.703 3.540
H 0.094 -2.711 2.610
H -0.725 -3.532 5.087
H -0.503 -4.668 3.762
H -2.799 -4.820 4.833
H -2.865 -4.418 3.109
H -3.120 -2.500 5.466
H -4.343 -2.876 4.257
H -3.377 -0.918 3.329
N 3.150 0.507 -3.921
C 3.744 1.386 -3.035
C 3.148 1.144 -1.838
N 2.209 0.144 -1.982
C 2.236 -0.217 -3.241
H 3.347 0.429 -4.902
H 4.511 2.082 -3.333
H 3.324 1.614 -0.884
H 1.615 -0.978 -3.693
```

Values from the calculation:
total energy: -218930.5082 eV
energy relative to the best compared isomer or geometry (same formula, charge and spin): 0.915 eV
Kohn-Sham gap (alpha / beta): 5.9 / 5.7 eV
spin multiplicity: 6
total charge: 0

Results of the Mulliken charge analysis, in e, for atoms 1 through 2:
1. Ru 0.3996
2. Se -0.4197

=====

The highest spin multiplicity belongs to which entry?
C38H35ClN6O2PRuSSe2